1.
11
Properties=species:S:1:pos:R:3:forces:R:3:nbo_charge:R:1 method="wB97M-V/def2-TZVPD" smiles="C#CC(C#C)C=O" homo_lumo_gap_ha=0.3969 multiplicity=1 total_charge=0 lumo_energy_ha=0.0308 relative_energy_kj_mol=291.9
C 1.435043 0.279682 -0.697740 0.27 -0.12 -0.73 0.46
C 0.293806 -0.386320 0.169640 0.56 0.38 -0.86 -0.47
C -0.820152 -0.838634 -0.707875 -2.84 -0.99 -1.27 0.00
C -1.784938 -1.260106 -1.358834 2.52 0.74 2.06 -0.21
C -0.018208 0.586699 1.222402 0.02 -1.64 -1.70 0.01
C -0.229410 1.488766 1.953173 -0.43 0.30 0.54 -0.21
H 2.063203 1.064562 -0.183024 -0.51 -0.61 -0.09 0.13
H 0.739765 -1.283781 0.612395 0.06 0.04 0.03 0.28
H -2.640416 -1.771233 -1.795230 0.71 0.59 0.12 0.25
H -0.667584 2.128432 2.634365 -0.19 1.12 0.95 0.23
O 1.628893 -0.008069 -1.849273 -0.19 0.19 0.95 -0.48



2.
14
Properties=species:S:1:pos:R:3:forces:R:3:nbo_charge:R:1 method="wB97M-V/def2-TZVPD" smiles="CC(O)=C1CC1" homo_lumo_gap_ha=0.3236 multiplicity=1 total_charge=0 lumo_energy_ha=0.0343 relative_energy_kj_mol=433.3
C 0.410624 -2.078937 0.684613 -0.07 -0.11 -0.14 -0.64
C 0.189360 -0.657798 0.237355 0.21 0.27 0.21 0.21
C -0.376933 -0.101200 -0.806525 0.61 1.16 1.24 -0.10
C -0.766491 1.156868 -1.492677 -0.37 0.48 -0.70 -0.46
C -0.101306 1.723914 -0.363878 -0.22 -0.03 -0.46 -0.27
O 0.800141 0.203861 1.174051 0.73 -0.76 1.34 -0.74
H -0.055075 -2.225833 1.670152 0.06 0.03 -0.22 0.21
H 0.029254 -2.845041 0.011045 -0.04 0.18 -0.10 0.22
H 1.487617 -2.228582 0.829322 -0.21 -0.01 -0.07 0.23
H -0.260941 1.291654 -2.436553 -0.26 -0.07 -0.42 0.23
H -1.839562 1.285526 -1.510100 -0.17 0.00 -0.42 0.23
H 0.935833 2.056707 -0.404007 -0.32 -0.48 -0.19 0.21
H -0.646357 2.133204 0.491278 -0.01 -0.59 -0.36 0.20
H 0.193836 0.285656 1.915925 0.07 -0.06 0.29 0.47



3.
89
Properties=species:S:1:pos:R:3:forces:R:3:mulliken_charge:R:1 method="wB97M-V/def2-TZVPD" smiles="CC[C@H](Br)[C@@](F)(C[C@@H](C)Br)OC(=O)P(N)O.CN(C)P(=O)(N(C)C)N(C)C.CN(C)P(=O)(N(C)C)N(C)C" homo_lumo_gap_ha=0.2911 multiplicity=1 total_charge=0 lumo_energy_ha=0.0018
C 7.277076 0.189541 8.017206 0.12 0.44 -0.14 -1.73
C 6.182346 0.938104 7.260413 0.07 -0.30 0.21 0.62
C 5.976831 0.538248 5.791408 0.14 0.17 0.23 -0.69
Br 7.535985 -0.256425 4.944254 -0.07 0.06 -0.12 -0.05
C 5.371914 1.647025 4.913528 -0.31 -0.67 -0.01 0.47
F 4.777393 0.996824 3.850716 0.23 0.20 -0.14 -0.40
C 4.236382 2.398243 5.602696 -0.29 -0.22 -0.76 -0.34
C 3.082224 1.501801 6.080112 0.00 0.53 0.85 0.07
C 2.634550 1.884849 7.503480 -0.17 0.03 -0.18 -1.38
Br 1.539125 1.712496 4.895415 0.04 -0.23 -0.14 -0.16
O 6.317342 2.499543 4.324028 -0.08 0.36 0.15 -0.36
C 7.065215 3.311874 5.164635 -0.35 -0.53 0.62 0.73
O 8.145635 2.969034 5.540629 -0.09 0.16 -0.13 -0.42
P 6.588348 5.064086 5.657404 0.83 0.97 -0.83 0.09
N 4.998400 5.358347 5.087965 0.25 0.00 0.91 -0.52
O 6.485071 4.963885 7.292144 -0.38 -0.35 -0.21 -0.45
H 7.345511 -0.854755 7.732730 -0.15 -0.16 0.14 0.40
H 7.094287 0.296087 9.083348 0.03 -0.17 0.12 0.44
H 8.241685 0.643801 7.804750 0.12 -0.05 -0.05 0.38
H 5.238850 0.720786 7.764309 -0.17 0.11 -0.03 0.07
H 6.357828 2.004796 7.391696 0.08 0.11 -0.18 -0.05
H 5.247843 -0.262538 5.777259 0.01 -0.16 -0.12 0.69
H 4.607439 3.012799 6.416197 0.09 -0.07 0.16 -0.86
H 3.838956 3.054297 4.834079 0.17 0.26 0.00 1.08
H 3.312638 0.445962 6.052911 0.12 -0.08 -0.23 0.41
H 1.756403 2.519536 7.440952 -0.09 0.06 0.17 0.46
H 3.397885 2.450157 8.033716 0.19 -0.09 0.04 0.31
H 2.386690 1.012341 8.100529 -0.11 -0.09 0.01 0.32
H 4.318270 5.168506 5.820881 -0.33 -0.25 -0.32 0.20
H 4.945062 6.362304 4.950364 -0.03 0.01 -0.30 0.34
H 5.696678 4.483040 7.575835 0.11 -0.08 0.31 0.33
O -2.336869 -0.723486 0.979962 -1.54 0.02 -2.41 -0.91
P -1.248146 -0.456582 -0.017429 4.15 0.52 2.36 0.66
N -0.189686 -1.801652 0.191047 0.41 0.37 -0.05 0.19
C 0.463124 -2.003814 1.474375 -0.05 0.13 0.29 -0.92
C -0.826986 -3.033507 -0.253280 -0.22 0.03 -0.28 -1.17
N -0.627484 1.018394 0.594010 -0.40 0.06 0.30 0.30
C 0.737813 1.202852 1.025607 0.33 0.09 -0.42 -1.01
C -1.541596 1.821685 1.393252 -0.09 -0.22 0.27 -0.96
N -0.680962 -0.089680 -1.644275 -2.32 -0.78 -0.33 0.19
C -1.782112 0.115470 -2.603187 -0.16 0.25 0.24 -1.22
C 0.410272 -0.802038 -2.290005 0.14 -0.37 0.08 -0.89
H 1.099525 -2.889781 1.416550 -0.09 -0.06 -0.08 0.36
H -0.244965 -2.142848 2.301683 -0.01 -0.02 -0.01 0.28
H 1.124264 -1.175565 1.718107 -0.11 0.01 -0.01 0.23
H -1.261038 -2.901987 -1.250685 -0.02 0.01 0.07 0.29
H -1.631345 -3.349884 0.422178 0.02 -0.02 0.00 0.34
H -0.088667 -3.834611 -0.325894 0.06 0.05 0.03 0.36
H 0.895006 0.845453 2.051168 0.06 0.06 -0.01 0.24
H 1.002739 2.264214 1.001849 -0.09 0.02 0.01 0.37
H 1.449882 0.702691 0.366769 -0.10 -0.14 -0.01 0.23
H -1.603067 1.477719 2.435134 -0.03 0.06 0.01 0.26
H -2.545333 1.800178 0.977267 -0.01 -0.07 0.04 0.33
H -1.208287 2.862402 1.388907 0.14 -0.04 -0.04 0.35
H -2.279085 -0.822856 -2.867641 0.00 0.04 -0.18 0.49
H -1.422104 0.580686 -3.520166 0.09 -0.02 0.02 0.38
H -2.532354 0.785131 -2.170304 0.02 -0.04 0.01 0.29
H 0.147540 -1.817195 -2.612455 0.05 0.02 -0.04 0.28
H 1.284137 -0.859461 -1.649633 -0.07 -0.03 0.11 0.26
H 0.693233 -0.229833 -3.177397 -0.17 0.05 0.00 0.39
O -3.449690 -1.242112 -5.314552 -0.48 2.81 -0.52 -0.65
P -4.549228 -1.388344 -6.324612 -0.76 -4.83 -0.76 0.50
N -5.771009 -2.232229 -5.452206 -0.09 -0.23 -0.48 0.15
C -5.494686 -3.566031 -4.942785 0.29 -0.16 0.04 -0.91
C -6.325065 -1.393505 -4.396566 -0.01 0.36 -0.07 -1.15
N -3.759397 -2.346431 -7.503146 0.47 0.09 0.24 0.20
C -4.208134 -3.654304 -7.919990 -0.40 0.07 -0.36 -1.07
C -2.305061 -2.257112 -7.536500 0.10 -0.08 0.32 -0.98
N -5.666772 -0.729511 -7.522921 0.74 2.02 1.33 0.10
C -5.482108 0.712798 -7.750158 0.35 -0.09 -0.14 -0.97
C -7.083699 -1.059197 -7.555867 -0.24 -0.13 0.29 -0.92
H -6.382250 -3.944402 -4.431545 -0.02 0.13 0.05 0.38
H -4.654659 -3.593190 -4.236811 -0.02 0.02 0.02 0.24
H -5.293087 -4.265148 -5.750244 0.06 0.09 0.02 0.24
H -6.597775 -0.408941 -4.792422 0.06 -0.03 0.03 0.33
H -5.614145 -1.238075 -3.575947 -0.03 -0.02 0.01 0.30
H -7.235250 -1.843435 -3.996349 0.01 -0.07 -0.04 0.36
H -3.876460 -4.441488 -7.229843 0.01 -0.03 -0.08 0.37
H -3.807179 -3.890247 -8.909546 0.05 0.05 0.01 0.35
H -5.294535 -3.701210 -8.012228 -0.02 0.06 0.12 0.25
H -1.827658 -2.892166 -6.778588 0.05 0.02 -0.03 0.27
H -1.973519 -1.235563 -7.370758 -0.01 -0.01 0.07 0.31
H -1.945644 -2.560825 -8.522138 -0.12 -0.07 -0.03 0.36
H -5.852571 1.316201 -6.913114 -0.07 0.06 -0.07 0.32
H -5.997327 1.027823 -8.657786 -0.02 -0.08 -0.02 0.36
H -4.419471 0.936496 -7.882904 -0.03 -0.01 0.03 0.31
H -7.666588 -0.590065 -6.753754 -0.04 -0.01 -0.04 0.30
H -7.244965 -2.130842 -7.516148 0.09 -0.02 0.10 0.25
H -7.479383 -0.705633 -8.511672 0.12 0.11 0.01 0.40